[1]
{
  "formula": "C3H5Br",
  "method": "wB97M-V/def2-TZVPD",
  "gap_ev": [8.44, 9.77],
  "elements": ["C", "C", "C", "Br", "H", "H", "H", "H", "H"],
  "xyz": [[0.503, 0.890, 0.214], [0.379, -0.581, 0.574], [-0.113, -0.042, -0.690], [0.209, -0.690, -2.409], [0.042, 1.574, 1.028], [1.510, 1.136, -0.136], [1.113, -1.375, 0.624], [-0.473, -1.072, 1.125], [-3.170, 0.161, -0.329]],
  "atomic_forces_ev_per_a": [[0.78, 1.05, 2.14], [-1.73, -2.55, -0.03], [-1.06, -0.84, -0.30], [0.11, 0.51, 0.13], [0.44, -0.74, -2.18], [-0.14, 0.42, 0.51], [0.93, 0.62, -0.43], [0.56, 1.53, 0.19], [0.10, 0.00, -0.02]],
  "mulliken_charge": [-0.32, -0.46, -0.03, -0.11, 0.21, 0.23, 0.26, 0.20, 0.01]
}

=====

[2]
{
  "formula": "C3H5Br",
  "method": "wB97M-V/def2-TZVPD",
  "smiles": "C=CCBr",
  "gap_ev": 10.96,
  "elements": ["C", "C", "C", "Br", "H", "H", "H", "H", "H"],
  "xyz": [[-1.372, 0.553, 0.160], [-0.155, 0.376, -0.342], [0.896, -0.567, 0.103], [2.610, -0.035, 0.014], [-2.019, 1.158, -0.398], [-1.531, -0.056, 1.103], [0.061, 0.941, -1.235], [0.807, -1.506, -0.479], [0.705, -0.862, 1.074]],
  "atomic_forces_ev_per_a": [[2.17, -2.32, 1.87], [-0.27, 0.83, -0.91], [-2.90, -1.67, -1.38], [3.22, 1.31, -0.29], [-1.30, 0.71, 0.01], [-0.80, 1.14, -1.17], [0.33, 0.04, -0.37], [0.03, 0.54, 0.05], [-0.46, -0.56, 2.19]],
  "mulliken_charge": [-0.72, -0.02, -0.51, -0.10, 0.29, 0.20, 0.28, 0.27, 0.33]
}

=====

Q: Which relative energy (zero: lowest compared OMol25 entry of this formula, charge and spin) values were calculated for the entries above? A: 534.48; 35.28, in kJ/mol.
Q: Which E_tot values were calculated for the entries above? A: -73228.088; -73233.262, in eV.